Record 1
{"formula": "C5H13N2", "method": "ωB97M-V/def2-TZVPD", "charge": 2, "relative_energy_kj_mol": 1538.9, "e_lumo_ev": [-12.881, -12.991], "multiplicity": 2, "symbols": ["C", "C", "C", "C", "N", "C", "N", "H", "H", "H", "H", "H", "H", "H", "H", "H", "H", "H", "H", "H"], "positions_angstrom": [[-2.15, 0.00, 1.11], [-2.09, 0.81, -0.22], [-0.62, 1.38, -0.58], [0.23, 0.32, -0.20], [0.42, -0.42, 1.08], [1.60, 0.69, 0.18], [2.01, 1.54, -0.74], [1.69, 1.40, 1.09], [-2.45, 0.52, 1.88], [-2.75, -0.84, 1.18], [-2.19, 0.36, -1.12], [-2.65, 1.64, 0.10], [-0.44, 2.29, 0.09], [-0.64, 1.45, -1.72], [-0.76, -0.24, 1.52], [0.30, -0.45, -0.97], [2.76, -6.09, -0.90], [2.56, 0.30, -0.15], [3.01, 1.91, -0.99], [2.16, -6.57, -0.64]], "mulliken_charge": [-0.56, -0.52, -0.47, 0.10, -0.26, -0.24, -0.14, 0.38, 0.42, 0.43, 0.47, 0.33, 0.41, 0.36, 0.26, 0.35, -0.02, 0.30, 0.39, 0.02]}


Record 2
{"formula": "C29H42IN7O5P2Ti", "method": "ωB97M-V/def2-TZVPD", "relative_energy_kj_mol": 96.8, "e_lumo_ev": [0.285, -0.098], "multiplicity": 3, "symbols": ["Ti", "O", "C", "C", "C", "C", "C", "C", "C", "N", "C", "C", "N", "C", "C", "C", "C", "C", "C", "C", "O", "H", "H", "H", "H", "H", "H", "H", "H", "H", "H", "H", "H", "H", "H", "C", "N", "C", "P", "O", "O", "P", "O", "N", "C", "C", "N", "C", "C", "N", "C", "C", "H", "H", "H", "H", "H", "H", "H", "H", "H", "H", "H", "H", "H", "H", "H", "H", "H", "H", "H", "H", "H", "H", "H", "H", "I", "C", "C", "C", "C", "N", "C", "H", "H", "H", "H"], "positions_angstrom": [[0.04, -0.14, 0.25], [0.34, 1.73, 0.64], [1.07, 2.28, 1.57], [1.69, 3.53, 1.34], [2.50, 4.09, 2.30], [2.71, 3.47, 3.54], [2.07, 2.28, 3.80], [1.25, 1.67, 2.83], [0.51, 0.49, 3.22], [-0.25, -0.19, 2.45], [-1.07, -1.26, 3.04], [-2.12, -1.70, 2.02], [-1.40, -2.01, 0.82], [-1.36, -3.18, 0.32], [-0.39, -3.52, -0.70], [-0.59, -4.57, -1.60], [0.38, -4.91, -2.52], [1.58, -4.20, -2.53], [1.82, -3.18, -1.63], [0.83, -2.80, -0.70], [1.07, -1.84, 0.16], [1.52, 4.00, 0.38], [2.98, 5.04, 2.10], [3.35, 3.93, 4.28], [2.19, 1.80, 4.76], [0.59, 0.24, 4.28], [-1.55, -0.90, 3.95], [-0.42, -2.11, 3.29], [-2.80, -0.88, 1.82], [-2.68, -2.56, 2.41], [-2.02, -3.97, 0.70], [-1.52, -5.12, -1.56], [0.21, -5.71, -3.23], [2.35, -4.46, -3.25], [2.75, -2.63, -1.63], [1.39, 2.54, -4.61], [1.35, 1.34, -3.80], [2.41, 0.39, -4.05], [0.02, 0.96, -2.86], [0.53, 0.00, -1.80], [-0.69, 2.22, -2.49], [-2.79, 1.09, -1.28], [-1.89, 0.35, -0.31], [-4.16, 0.12, -1.47], [-5.38, 0.69, -2.00], [-3.89, -1.23, -1.96], [-3.29, 2.54, -0.65], [-2.59, 3.09, 0.51], [-3.63, 3.57, -1.64], [-1.09, 0.01, -3.73], [-0.69, -1.34, -4.09], [-1.79, 0.68, -4.82], [2.34, 3.06, -4.46], [0.58, 3.20, -4.31], [1.30, 2.31, -5.68], [3.39, 0.86, -3.88], [2.40, 0.02, -5.08], [2.33, -0.46, -3.37], [-5.64, 1.60, -1.46], [-6.19, -0.03, -1.87], [-5.31, 0.92, -3.08], [-2.90, -1.55, -1.64], [-3.94, -1.29, -3.05], [-4.63, -1.92, -1.53], [-2.30, 2.29, 1.18], [-3.26, 3.78, 1.03], [-1.68, 3.62, 0.20], [-3.99, 3.11, -2.56], [-2.75, 4.17, -1.89], [-4.42, 4.22, -1.25], [-0.23, -1.84, -3.24], [0.02, -1.36, -4.94], [-1.57, -1.91, -4.40], [-2.06, 1.69, -4.51], [-2.71, 0.14, -5.06], [-1.19, 0.74, -5.74], [6.12, -2.02, 1.74], [4.93, -0.67, 0.71], [5.46, 0.17, -0.25], [4.61, 1.05, -0.90], [3.27, 1.05, -0.57], [2.76, 0.24, 0.35], [3.57, -0.61, 0.98], [6.52, 0.14, -0.48], [4.98, 1.72, -1.66], [2.56, 1.71, -1.06], [3.11, -1.28, 1.69]], "mulliken_charge": [0.79, 0.41, 0.25, -0.75, -0.59, -0.94, -0.77, 0.54, -0.61, 1.17, -0.95, -0.95, 0.71, -0.80, 0.62, -0.59, -0.82, -0.57, -0.40, 0.64, -0.81, 0.50, 0.43, 0.41, 0.40, 0.31, 0.49, 0.35, 0.02, 0.59, 0.35, 0.45, 0.39, 0.42, 0.45, -1.12, 0.85, -0.87, -0.75, 0.21, -1.08, 0.99, -1.04, 0.24, -1.04, -0.65, 0.23, -0.87, -1.10, 1.23, -0.99, -1.21, 0.30, 0.25, 0.29, 0.29, 0.31, 0.04, 0.31, 0.36, 0.32, -0.14, 0.27, 0.37, -0.01, 0.46, 0.31, 0.39, 0.26, 0.35, 0.02, 0.18, 0.41, 0.27, 0.36, 0.30, 0.06, -0.55, -0.19, -1.13, -0.32, 0.45, -0.47, 0.41, 0.52, 0.39, 0.41]}


Record 3
{"formula": "C4H10NO3PS", "method": "ωB97M-V/def2-TZVPD", "relative_energy_kj_mol": 131.3, "e_lumo_ev": 0.250, "symbols": ["C", "C", "C", "C", "N", "O", "O", "O", "P", "S", "H", "H", "H", "H", "H", "H", "H", "H", "H", "H"], "positions_angstrom": [[-2.14, 1.12, 0.82], [-2.81, 0.03, -0.22], [2.80, -0.70, -1.05], [2.29, -0.38, 0.37], [-1.04, 1.83, 0.17], [0.54, 1.59, -1.86], [-0.99, -2.09, -0.07], [1.19, 0.53, 0.46], [0.07, 0.85, -0.66], [-1.45, -1.01, -1.00], [-2.87, 1.85, 1.20], [-1.85, 0.67, 1.80], [-3.56, -0.64, 0.09], [-3.13, 0.52, -1.15], [2.55, -1.75, -1.26], [2.35, 0.07, -1.73], [4.00, -0.68, -1.09], [3.08, 0.24, 0.97], [1.97, -1.12, 0.98], [-1.30, 2.61, -0.46]], "mulliken_charge": [-0.55, -0.62, -0.87, -0.30, -0.28, -0.69, -0.56, -0.29, 0.68, 0.32, 0.37, 0.23, 0.47, 0.31, 0.27, 0.30, 0.28, 0.21, 0.38, 0.33]}